# 1
A molecular structure, C42H70BN8P2Pt. Source: the Open Molecules 2025 dataset; level of theory: ωB97M-V/def2-TZVPD.

Output
LUMO   -9.4 eV
E_tot   -79090.8962 eV
HOMO energy   -16.5 eV
Spin multiplicity   1
Frontier orbital gap   7.05 eV
Net charge   +3

Atoms and positions in Å:
1 Pt 0.8587 -0.3280 -0.2766
2 C -0.0303 -5.2651 1.5535
3 C 0.5658 -3.8468 1.6334
4 C 1.9131 -3.8686 0.9178
5 C -0.5199 -2.7867 1.3853
6 C -1.7356 -2.9295 2.0359
7 C -2.4689 -1.7707 1.8674
8 C -3.7169 -1.5489 2.6871
9 C -4.9445 -0.9359 2.0310
10 C -3.2957 -0.8428 3.9844
11 N -1.7481 -0.9485 1.0688
12 N -0.5504 -1.5724 0.7762
13 B -1.9282 0.5618 0.6677
14 N -1.7390 0.8063 -0.8780
15 N -0.4442 0.8277 -1.3691
16 C -0.4229 1.5969 -2.4851
17 C -1.7290 1.9156 -2.7912
18 C -2.5386 1.4360 -1.7690
19 C -4.0467 1.5652 -1.8740
20 C -4.4702 3.0120 -2.1625
21 C -4.9104 0.9471 -0.7952
22 C 0.7787 2.1676 -3.1817
23 C 1.4402 3.1743 -2.2333
24 C 0.4044 2.8644 -4.4911
25 N -0.8650 1.4551 1.3538
26 N 0.4830 1.3070 1.0830
27 C 1.1408 2.3219 1.6749
28 C 0.2034 3.1350 2.2974
29 C -1.0418 2.5986 2.0662
30 C -2.3134 3.3403 2.4060
31 C -3.3806 2.6323 3.2292
32 C -2.8838 3.9397 1.1197
33 C 2.6123 2.6453 1.8116
34 C 3.5198 2.2464 0.6589
35 C 3.1275 2.1511 3.1693
36 H 0.7101 -5.9781 1.9132
37 H -0.2789 -5.5508 0.5292
38 H -0.9206 -5.3962 2.1602
39 H 0.7949 -3.6792 2.6922
40 H 1.8270 -4.0970 -0.1377
41 H 2.4963 -4.6808 1.3517
42 H 2.4936 -2.9652 1.0319
43 H -2.0444 -3.7617 2.6431
44 H -4.0013 -2.5662 2.9654
45 H -4.8798 0.1438 1.9338
46 H -5.8116 -1.1548 2.6537
47 H -5.1366 -1.3697 1.0510
48 H -2.7472 0.0739 3.7743
49 H -2.6592 -1.4893 4.5897
50 H -4.1737 -0.5839 4.5765
51 H -3.0026 0.9005 0.9978
52 H -2.0596 2.5082 -3.6245
53 H -4.2454 0.9977 -2.7924
54 H -4.2934 3.6614 -1.3078
55 H -5.5381 3.0285 -2.3767
56 H -3.9592 3.4350 -3.0252
57 H -4.8749 1.5084 0.1367
58 H -4.6307 -0.0858 -0.5981
59 H -5.9451 0.9508 -1.1373
60 H 1.4525 1.3649 -3.4457
61 H 0.7892 4.0428 -2.1138
62 H 2.3845 3.5372 -2.6407
63 H 1.5976 2.7563 -1.2382
64 H -0.3528 3.6323 -4.3355
65 H 0.0453 2.1643 -5.2463
66 H 1.2878 3.3624 -4.8905
67 H 0.4137 4.0386 2.8462
68 H -1.9508 4.1632 3.0259
69 H -3.8474 1.8084 2.6952
70 H -4.1635 3.3522 3.4683
71 H -2.9822 2.2622 4.1734
72 H -3.1472 3.1480 0.4179
73 H -2.1672 4.6020 0.6322
74 H -3.7870 4.5108 1.3354
75 H 2.6191 3.7364 1.8616
76 H 3.2079 1.2990 0.2317
77 H 4.5519 2.1526 1.0015
78 H 3.5089 2.9873 -0.1382
79 H 3.0650 1.0671 3.2573
80 H 2.5536 2.5852 3.9875
81 H 4.1688 2.4462 3.3006
82 C 4.0443 0.6901 -2.0405
83 P 2.7127 -0.5168 -1.8430
84 C 3.6207 -2.0884 -1.6269
85 C 2.0220 -0.8242 -3.4778
86 C 2.7008 -0.5845 -4.6669
87 C 2.1155 -0.9535 -5.8712
88 C 0.8750 -1.5771 -5.8886
89 C 0.2098 -1.8482 -4.6998
90 C 0.7867 -1.4683 -3.4918
91 P 0.0268 -1.8919 -1.9145
92 C 0.2159 -3.6833 -1.8046
93 C -1.7562 -1.7536 -2.1537
94 H 4.6697 0.3229 -2.8559
95 H 4.6803 0.7535 -1.1583
96 H 3.6749 1.6851 -2.2749
97 H 4.4152 -2.0552 -2.3755
98 H 2.9697 -2.9259 -1.8671
99 H 4.0529 -2.2583 -0.6482
100 H 3.6630 -0.0910 -4.6797
101 H 2.6305 -0.7505 -6.8008
102 H 0.4250 -1.8575 -6.8316
103 H -0.7524 -2.3431 -4.7364
104 H -0.3625 -4.0560 -2.6535
105 H -0.2133 -4.0818 -0.8896
106 H 1.2374 -4.0183 -1.9430
107 H -2.0077 -2.5800 -2.8203
108 H -2.0390 -0.8162 -2.6207
109 H -2.2901 -1.9021 -1.2156
110 C 5.5165 -1.4616 2.6064
111 C 4.0460 -1.3221 2.4320
112 C 2.9985 -1.4557 3.3119
113 C 1.8328 -1.0889 2.6323
114 N 2.1428 -0.8001 1.3487
115 N 3.4954 -0.9461 1.2638
116 C 0.5346 -0.9234 3.3503
117 H 5.7407 -1.7423 3.6322
118 H 6.0258 -0.5199 2.3955
119 H 5.9221 -2.2315 1.9485
120 H 3.0643 -1.7146 4.3561
121 H 4.0008 -0.5615 0.4902
122 H 0.7454 -0.3323 4.2434
123 H 0.1511 -1.8843 3.6919
124 H -0.2356 -0.4139 2.7890



# 2
A molecular structure, C42H71N2O4OsP2S2Si4Te at a distorted geometry. Source: the Open Molecules 2025 dataset; level of theory: ωB97M-V/def2-TZVPD.

Output
LUMO (spin up / spin down)   -4.7 / -4.7 eV
E_tot   -137397.2674 eV
ΔE to the lowest compared entry with this formula, charge and spin   0.0 kJ/mol
HOMO energy (spin up / spin down)   -10.5 / -10.5 eV
Spin multiplicity   1
Frontier orbital gap (spin up / spin down)   5.84 / 5.78 eV
Net charge   +1

Atoms and positions in Å:
1 Os 0.9993 0.0215 -0.5060
2 C -2.1415 -2.4649 3.8857
3 C -3.4715 -2.5821 3.1462
4 C -4.5415 -1.8404 3.9613
5 C -3.8339 -4.0726 3.0459
6 C -3.4221 -1.9839 1.7398
7 C -4.5525 -2.1026 0.9088
8 C -4.5888 -1.5720 -0.3593
9 C -3.4512 -0.9259 -0.8410
10 S -3.1906 -0.1742 -2.3754
11 C -1.6028 0.2628 -1.8853
12 N -1.2723 -0.1022 -0.6629
13 C -2.3196 -0.7957 -0.0471
14 C -2.3163 -1.3060 1.2545
15 C -0.6866 0.9994 -2.7405
16 C -1.0215 1.4310 -4.0272
17 C -0.0888 2.1136 -4.7824
18 C 1.1688 2.3807 -4.2386
19 C 1.4835 1.9438 -2.9585
20 C 0.5677 1.2124 -2.1864
21 H -2.2500 -2.8961 4.8827
22 H -1.8383 -1.4228 4.0132
23 H -1.3453 -3.0119 3.3734
24 H -4.6171 -2.2672 4.9647
25 H -5.5238 -1.9086 3.4898
26 H -4.2869 -0.7816 4.0553
27 H -3.7570 -4.5452 4.0277
28 H -3.1530 -4.5887 2.3645
29 H -4.8524 -4.2201 2.6842
30 H -5.4308 -2.6220 1.2705
31 H -5.4849 -1.6399 -0.9632
32 H -1.4397 -1.1532 1.8651
33 H -2.0046 1.2184 -4.4345
34 H -0.3343 2.4385 -5.7855
35 H 1.9047 2.9221 -4.8223
36 H 2.4671 2.1669 -2.5600
37 C 4.2377 1.7569 -0.2400
38 P 3.4407 0.1420 -0.4847
39 C 4.6217 -0.7440 -1.5282
40 C 3.8343 -0.6622 1.1267
41 C 3.0783 -1.9771 1.2455
42 P 1.3098 -1.6108 1.2361
43 C 1.0388 -1.1907 2.9882
44 C 0.5778 -3.2590 1.0374
45 H 5.1826 1.6067 0.2825
46 H 3.6027 2.4316 0.3279
47 H 4.4433 2.2103 -1.2128
48 H 5.6221 -0.4526 -1.2114
49 H 4.4829 -0.4915 -2.5807
50 H 4.4994 -1.8196 -1.4215
51 H 3.5798 0.0405 1.9239
52 H 4.9093 -0.8508 1.1764
53 H 3.3594 -2.5243 2.1478
54 H 3.3000 -2.6252 0.3916
55 H 1.1259 -2.0842 3.6065
56 H 0.0590 -0.7410 3.1375
57 H 1.7865 -0.4602 3.2989
58 H 1.0627 -3.9649 1.7134
59 H 0.7207 -3.5750 0.0028
60 H -0.4922 -3.2344 1.2351
61 C -1.0311 -8.2242 -1.9094
62 C 0.1950 -7.3587 -2.0436
63 C 0.7269 -6.6931 -0.9425
64 C 1.8410 -5.8770 -1.0718
65 C 2.4369 -5.7341 -2.3189
66 C 1.9436 -6.4201 -3.4281
67 C 0.8254 -7.2213 -3.2813
68 S 3.7455 -4.5769 -2.5142
69 O 4.1760 -4.1756 -1.1952
70 O 4.6836 -5.1108 -3.4524
71 N 3.1093 -3.1984 -3.1370
72 C 2.1446 -3.1983 -4.2483
73 C 1.2926 -1.9287 -4.1926
74 C 0.5174 -1.8239 -2.8999
75 O -0.6709 -2.0204 -2.8476
76 O 1.2771 -1.5391 -1.8222
77 H -1.2474 -8.4467 -0.8652
78 H -0.9028 -9.1654 -2.4449
79 H -1.9013 -7.7194 -2.3353
80 H 0.2619 -6.8167 0.0292
81 H 2.2797 -5.3742 -0.2196
82 H 2.4574 -6.3420 -4.3782
83 H 0.4287 -7.7484 -4.1413
84 H 2.7351 -2.6593 -2.3568
85 H 1.4774 -4.0608 -4.1925
86 H 2.6836 -3.2447 -5.1929
87 H 0.5839 -1.9494 -5.0156
88 H 1.9307 -1.0449 -4.2769
89 C -1.6931 5.8762 3.8087
90 Si -1.0546 4.1893 3.3538
91 C -2.3925 2.9014 3.5636
92 C 0.3940 3.7509 4.4465
93 Si -0.3837 4.1542 1.0964
94 Te 0.8847 1.9569 1.0109
95 Si -2.1775 4.2118 -0.4126
96 C -1.5680 4.1637 -2.1695
97 C -3.3667 2.8078 -0.1250
98 C -3.0041 5.8512 -0.0592
99 Si 1.3195 5.7087 0.6285
100 C 1.9144 5.4069 -1.1144
101 C 0.6536 7.4383 0.7941
102 C 2.7250 5.4462 1.8338
103 H -2.0376 5.8765 4.8475
104 H -2.5322 6.1819 3.1770
105 H -0.9131 6.6381 3.7148
106 H -2.5260 2.6373 4.6170
107 H -2.1438 1.9863 3.0131
108 H -3.3537 3.2620 3.1851
109 H 0.0731 3.5952 5.4803
110 H 1.1496 4.5427 4.4414
111 H 0.8790 2.8337 4.0973
112 H -0.9321 3.2908 -2.3476
113 H -0.9880 5.0571 -2.4182
114 H -2.4138 4.1102 -2.8620
115 H -2.8540 1.8398 -0.1716
116 H -4.1487 2.8117 -0.8903
117 H -3.8516 2.8814 0.8524
118 H -2.3025 6.6835 -0.1717
119 H -3.3968 5.8863 0.9620
120 H -3.8404 6.0246 -0.7440
121 H 1.1934 5.7790 -1.8475
122 H 2.0507 4.3360 -1.3056
123 H 2.8690 5.9086 -1.3003
124 H -0.1358 7.6398 0.0644
125 H 1.4553 8.1647 0.6274
126 H 0.2386 7.6187 1.7904
127 H 2.8481 4.3844 2.0710
128 H 2.5382 5.9715 2.7754
129 H 3.6698 5.8157 1.4256



# 3
8 unconnected molecules or ions with the total composition C42H74BrN8O2 at a distorted geometry. Source: the Open Molecules 2025 dataset; level of theory: ωB97M-V/def2-TZVPD.

Output
LUMO   -3.9 eV
E_tot   -130805.7254 eV
HOMO energy   -11.8 eV
Spin multiplicity   1
Frontier orbital gap   7.98 eV
Net charge   +1

Atoms and positions in Å:
1 C 0.8249 4.4693 4.2536
2 C -0.3505 3.7174 3.7045
3 O -1.4752 4.1599 3.6066
4 O -0.0600 2.4301 3.3467
5 C -0.2796 2.1163 1.9682
6 C -0.8472 0.7118 1.7961
7 C 0.2018 -0.4043 1.6464
8 C 0.3152 -0.9649 0.2226
9 C 0.4567 0.0931 -0.8848
10 C 1.7709 -0.0424 -1.6614
11 C 2.1711 1.2420 -2.3979
12 C 1.0340 1.8351 -3.2299
13 C 1.4455 2.9706 -4.2287
14 C 2.9015 3.0445 -4.4374
15 N 3.4405 4.0145 -3.7809
16 C 2.4644 4.8561 -3.0616
17 Br 2.6060 4.7047 -1.1532
18 C 1.1633 4.4126 -3.7291
19 H 0.7395 5.5219 3.9936
20 H 0.8194 4.3516 5.3401
21 H 1.7635 4.0463 3.8999
22 H 0.6895 2.1907 1.4587
23 H -0.9530 2.8572 1.5302
24 H -1.4951 0.5170 2.6516
25 H -1.4719 0.7401 0.8981
26 H -0.0567 -1.2249 2.3185
27 H 1.1833 -0.0428 1.9749
28 H 1.1683 -1.6476 0.1673
29 H -0.5702 -1.5738 0.0188
30 H 0.4063 1.1082 -0.4764
31 H -0.3777 -0.0036 -1.5871
32 H 1.6889 -0.8545 -2.3873
33 H 2.5681 -0.2680 -0.9484
34 H 3.0346 1.0161 -3.0357
35 H 2.5142 1.9601 -1.6482
36 H 0.5600 1.0338 -3.8029
37 H 0.2654 2.2649 -2.5836
38 H 0.8493 2.8481 -5.1356
39 H 3.4727 2.3499 -5.0444
40 H 4.4430 4.1835 -3.7648
41 H 2.7133 5.8953 -3.2656
42 H 0.2659 4.5173 -3.1243
43 H 1.0482 5.0510 -4.6101
44 C -2.0484 -6.3941 -2.3995
45 C -2.0408 -5.7169 -1.0342
46 C -2.3136 -4.2116 -1.1125
47 C -1.2548 -3.4937 -1.8184
48 N -0.3938 -2.9404 -2.3372
49 H -1.2578 -6.0045 -3.0432
50 H -1.8885 -7.4660 -2.2905
51 H -3.0023 -6.2488 -2.9137
52 H -1.0846 -5.8767 -0.5403
53 H -2.8020 -6.1665 -0.3938
54 H -2.3866 -3.7945 -0.1052
55 H -3.2634 -4.0079 -1.6132
56 C -0.8173 -3.8332 4.0640
57 C -1.6782 -5.0875 3.9661
58 C -0.8601 -6.3450 3.6554
59 C -0.2286 -6.2708 2.3410
60 N 0.2575 -6.2133 1.3036
61 H -0.3231 -3.6209 3.1140
62 H -1.4256 -2.9674 4.3265
63 H -0.0445 -3.9423 4.8270
64 H -2.4417 -4.9607 3.1980
65 H -2.2009 -5.2489 4.9111
66 H -1.4953 -7.2288 3.6775
67 H -0.0814 -6.4844 4.4082
68 C 3.0901 6.3283 9.3054
69 C 2.1607 5.1406 9.0889
70 C 2.8900 3.9087 8.5407
71 C 3.4412 4.1420 7.2065
72 N 3.8675 4.3252 6.1570
73 H 3.5305 6.6632 8.3653
74 H 2.5465 7.1678 9.7367
75 H 3.9029 6.0705 9.9864
76 H 1.3550 5.4182 8.4069
77 H 1.6924 4.8600 10.0331
78 H 2.2123 3.0555 8.4838
79 H 3.7066 3.6238 9.2063
80 C -7.0996 -6.9868 3.3584
81 C -6.4057 -8.2890 3.7295
82 C -4.9199 -8.0791 4.0401
83 C -4.1922 -7.5772 2.8746
84 N -3.6200 -7.1754 1.9640
85 H -6.6677 -6.5693 2.4497
86 H -8.1583 -7.1492 3.1653
87 H -7.0097 -6.2460 4.1562
88 H -6.5056 -9.0029 2.9106
89 H -6.8761 -8.7415 4.6035
90 H -4.4549 -9.0114 4.3650
91 H -4.8007 -7.3578 4.8516
92 C -5.6079 -7.1640 -3.0907
93 C -5.9420 -5.6820 -2.9724
94 C -5.8869 -5.1799 -1.5255
95 C -6.8895 -5.8222 -0.6783
96 N -7.6535 -6.3418 0.0014
97 H -6.3344 -7.7761 -2.5551
98 H -5.6126 -7.4776 -4.1339
99 H -4.6192 -7.3782 -2.6800
100 H -6.9335 -5.4898 -3.3848
101 H -5.2350 -5.0938 -3.5606
102 H -6.0446 -4.1009 -1.4856
103 H -4.9031 -5.3796 -1.0942
104 C 3.6865 3.9679 -8.8739
105 C 2.6177 2.9012 -9.0829
106 C 1.2301 3.4915 -9.3585
107 C 0.7196 4.2517 -8.2187
108 N 0.3201 4.8598 -7.3307
109 H 3.4683 4.5865 -8.0004
110 H 4.6649 3.5110 -8.7280
111 H 3.7553 4.6287 -9.7384
112 H 2.5630 2.2466 -8.2093
113 H 2.8877 2.2691 -9.9287
114 H 0.5154 2.7002 -9.5879
115 H 1.2628 4.1528 -10.2257
116 C 7.1766 8.4843 -0.3167
117 C 5.7450 8.6673 -0.8053
118 C 5.0557 7.3364 -1.1233
119 C 5.6431 6.6050 -2.2446
120 N 6.0990 6.0416 -3.1354
121 H 7.8030 8.0278 -1.0844
122 H 7.6176 9.4452 -0.0570
123 H 7.2105 7.8497 0.5704
124 H 5.7313 9.3041 -1.6911
125 H 5.1537 9.1727 -0.0412
126 H 4.0060 7.5007 -1.3750
127 H 5.0678 6.6857 -0.2469